# 1
49
Properties=species:S:1:pos:R:3 method="wB97M-V/def2-TZVPD" total_charge=0 multiplicity=1 total_energy_ha=-1450.925631 smiles="CNC(=O)[C@@H](CCSC)NC(=O)[C@@H](Cc1ccccc1)NC(C)=O" gap_ev=8.8
C -3.7759 -2.6258 1.2295
N -2.4274 -2.0949 0.9548
C -1.4939 -2.5717 0.1035
O -1.6773 -3.6304 -0.4064
C -0.1458 -1.7526 -0.1620
C 0.6527 -2.1921 -1.3639
C 1.2174 -3.5518 -1.2563
S 2.7059 -3.9759 -2.1749
C 1.8198 -4.5876 -3.6558
N -0.3904 -0.3063 -0.2890
C -0.3523 0.5978 0.7219
O -0.3058 0.1819 1.8660
C -0.6143 2.0027 0.3168
C 0.6702 2.8647 0.3408
C 1.6200 2.7880 1.6008
C 2.9939 2.8167 1.4985
C 3.8564 2.7760 2.5912
C 3.3337 2.7591 3.9164
C 1.9239 2.7662 4.0891
C 1.1412 2.8478 2.9489
N -1.2433 2.2825 -0.9605
C -2.4847 2.1482 -1.4549
C -2.7783 2.6388 -2.7982
O -3.3819 1.4884 -0.8859
H -4.1580 -1.9988 2.0867
H -3.7290 -3.6302 1.5598
H -4.4769 -2.4618 0.4376
H -2.0987 -1.2060 1.3662
H 0.5840 -1.9285 0.6611
H 0.1098 -2.3207 -2.2201
H 1.4451 -1.5238 -1.4919
H 1.4126 -3.8386 -0.2395
H 0.3583 -4.2812 -1.5333
H 1.2381 -5.3803 -3.3897
H 1.3689 -3.7287 -4.0507
H 2.4778 -5.0113 -4.4128
H -0.4840 -0.0872 -1.1931
H -1.3125 2.2930 1.0660
H 0.3862 3.9618 0.2136
H 1.2751 2.6217 -0.5402
H 3.4893 2.7792 0.4420
H 4.8613 2.5910 2.4234
H 4.0136 2.8521 4.7323
H 1.4176 2.8735 5.1265
H 0.0703 2.8721 3.1799
H -0.5547 2.5108 -1.6100
H -3.7074 2.1656 -3.2728
H -2.8562 3.7234 -2.6667
H -1.9947 2.4831 -3.4448

=====

# 2
54
Properties=species:S:1:pos:R:3 method="wB97M-V/def2-TZVPD" total_charge=0 multiplicity=4 total_energy_ha=-4368.252779 gap_ev="7.4 / 6.4"
Tc -1.0833 -0.4625 0.6387
N -2.2992 -0.3123 -1.1872
C -3.4131 -1.2900 -1.1185
C -3.7477 -1.6708 0.3236
O -4.8014 -2.2150 0.5953
N -2.7410 -1.4031 1.1802
C -2.8298 -1.8279 2.5648
C -1.5589 -1.4317 3.2931
O -1.3704 -1.6874 4.4487
O -0.6650 -0.7878 2.5323
H -2.6602 0.6324 -1.0865
H -1.7888 -0.4039 -2.0579
H -3.0997 -2.2050 -1.6224
H -4.3112 -0.9199 -1.6092
H -2.9439 -2.9110 2.6427
H -3.6846 -1.3715 3.0681
C 2.4794 -1.8812 0.8770
P 1.5526 -0.3255 0.7496
C 2.0216 0.5296 2.2869
C 2.3813 0.6287 -0.5695
C 3.6428 0.3011 -1.0601
C 4.2317 1.0681 -2.0536
C 3.5706 2.1766 -2.5647
C 2.3138 2.5130 -2.0858
C 1.7080 1.7466 -1.0939
P 0.0297 2.0453 -0.4517
C -0.9023 2.7734 -1.8457
C 0.1690 3.4931 0.6512
H 3.5080 -1.7069 1.1931
H 2.4671 -2.4107 -0.0750
H 1.9701 -2.5008 1.6150
H 3.0989 0.6911 2.3313
H 1.6881 -0.0871 3.1207
H 1.5025 1.4831 2.3584
H 4.1712 -0.5600 -0.6716
H 5.2105 0.8004 -2.4295
H 4.0340 2.7771 -3.3366
H 1.8018 3.3768 -2.4922
H -0.4957 3.7336 -2.1664
H -1.9218 2.9335 -1.4903
H -0.9179 2.0920 -2.6967
H 0.7036 4.3123 0.1682
H 0.6641 3.2382 1.5853
H -0.8475 3.8028 0.8954
C 0.1822 -3.4221 -2.1486
O -0.1919 -2.1910 -1.5061
C -0.4251 -2.2811 -0.1546
O -0.2873 -3.3179 0.4341
H 0.1020 -3.2403 -3.2164
H -0.4773 -4.2303 -1.8410
H 1.2072 -3.6897 -1.8924
Se -2.2848 2.3865 3.7965
C -2.3275 1.8039 2.1438
N -2.3345 1.4052 1.0301

=====

# 3
51
Properties=species:S:1:pos:R:3 method="wB97M-V/def2-TZVPD" total_charge=0 multiplicity=1 total_energy_ha=-1278.435482 smiles="CCCCCC(=O)Oc1ccc([N+](=O)[O-])cc1.CNC(=O)CNC(C)=O" gap_ev=8.2
C 3.6956 4.2897 -3.6331
C 2.1732 4.2763 -3.7910
C 1.5090 3.0816 -3.0906
C 1.7427 3.0996 -1.5697
C 0.7953 2.1460 -0.8150
C -0.6201 2.6945 -0.5742
O -1.0104 3.6553 -1.2250
O -1.3587 2.0638 0.3680
C -2.0469 0.9432 -0.0282
C -2.2818 0.5687 -1.3629
C -2.9526 -0.6197 -1.6653
C -3.4212 -1.4753 -0.6462
N -4.0854 -2.6897 -0.9541
O -4.4495 -3.4109 -0.0184
O -4.2690 -2.9717 -2.1444
C -3.2186 -1.0673 0.6889
C -2.5512 0.1266 0.9838
H 4.1245 5.1027 -4.2269
H 4.1251 3.3448 -3.9801
H 3.9807 4.4441 -2.5885
H 1.9302 4.2367 -4.8576
H 1.7605 5.2098 -3.3941
H 0.4366 3.1191 -3.3050
H 1.8956 2.1459 -3.5086
H 1.6210 4.1171 -1.1810
H 2.7753 2.7953 -1.3710
H 1.2328 1.9381 0.1652
H 0.7240 1.1957 -1.3509
H -1.9573 1.1943 -2.1892
H -3.1045 -0.8731 -2.7127
H -3.5917 -1.6744 1.5115
H -2.4236 0.4380 2.0157
C 0.7648 -5.2818 4.0326
N 0.7153 -4.1552 3.1039
C 0.1979 -4.2130 1.8715
O -0.2666 -5.2491 1.4089
C 0.1417 -2.9275 1.0308
N -0.0521 -1.6735 1.7764
C 0.8524 -1.0865 2.5587
C 0.4519 0.2200 3.2019
O 1.9522 -1.5690 2.7864
H -0.2238 -5.7388 4.1094
H 1.4667 -6.0316 3.6635
H 1.0832 -4.9430 5.0191
H 1.1695 -3.2886 3.3694
H -0.6648 -3.0378 0.3055
H 1.0808 -2.8608 0.4817
H -0.9340 -1.2048 1.6520
H 0.2200 0.9524 2.4322
H 1.2811 0.5839 3.8080
H -0.4158 0.0598 3.8386

=====

# 4
46
Properties=species:S:1:pos:R:3 method="wB97M-V/def2-TZVPD" total_charge=0 multiplicity=1 total_energy_ha=-943.267659 smiles="COc1ccc(O[C@@H](C)C(=O)NC2CCCCCC2)cc1" gap_ev=8.9
C -7.3134 -0.3254 -0.1674
O -6.2186 -1.2044 -0.0969
C -4.9605 -0.6743 -0.0918
C -4.6613 0.6787 -0.1428
C -3.3428 1.1129 -0.1297
C -2.3019 0.2003 -0.0684
O -0.9658 0.5019 -0.0658
C -0.5457 1.8547 -0.0797
C -0.6302 2.4941 1.3090
C 0.9195 1.9220 -0.5445
O 1.4418 2.9854 -0.8105
N 1.5366 0.7364 -0.5971
C 2.9268 0.5804 -0.9791
C 3.8423 0.7483 0.2446
C 3.5075 -0.1867 1.4072
C 4.2076 -1.5476 1.3567
C 4.3068 -2.1787 -0.0344
C 3.0587 -2.0040 -0.9014
C 3.1022 -0.7302 -1.7467
C -2.6051 -1.1623 -0.0174
C -3.9104 -1.5927 -0.0284
H -7.3465 0.3476 0.6960
H -7.2967 0.2664 -1.0886
H -8.1999 -0.9577 -0.1633
H -5.4420 1.4211 -0.1919
H -3.1575 2.1744 -0.1711
H -1.1337 2.4373 -0.8010
H -0.0421 1.9104 2.0144
H -0.2281 3.5019 1.2603
H -1.6590 2.5293 1.6596
H 0.9970 -0.0861 -0.3765
H 3.1429 1.4135 -1.6607
H 4.8803 0.6183 -0.0614
H 3.7228 1.7808 0.5792
H 2.4263 -0.3260 1.4463
H 3.7925 0.2983 2.3436
H 5.2209 -1.4447 1.7519
H 3.6711 -2.2279 2.0227
H 5.1610 -1.7583 -0.5682
H 4.5097 -3.2440 0.0974
H 2.1646 -2.0257 -0.2769
H 2.9897 -2.8497 -1.5899
H 4.0586 -0.6960 -2.2726
H 2.3161 -0.7766 -2.5050
H -1.7937 -1.8716 0.0294
H -4.1479 -2.6436 0.0109

=====

Per-record ΔE to the lowest compared entry with this formula, charge and spin, kcal/mol: 57.8; 18.9; 70.7; 35.7